Entry 1:
The following is a quantum chemistry calculation of a structure of composition C45H130ClCrN7O21 in a non-equilibrium geometry, from the OMol25 dataset.

- multiplicity = 5
- HOMO-LUMO gap (alpha / beta) (eV) = 8.6 / 9.3
- <S²> = 6.008
- largest force on an atom (eV/A) = 3.08
- electronic energy (Ha) = -5260.0281
- total charge = 0

Each line ends with the Mulliken spin population.
Positions of all 205 atoms, in Å:
Cr (-0.296, -4.126, 1.455)  3.880
C (-1.175, -6.809, 3.937)  0.029
C (-1.571, -5.294, 4.117)  -0.008
O (-0.896, -4.361, 3.321)  -0.133
H (-1.717, -7.166, 3.049)  0.003
H (-1.581, -7.343, 4.809)  0.000
H (-0.139, -7.062, 3.784)  -0.002
H (-1.297, -5.037, 5.202)  -0.003
H (-2.658, -5.297, 3.941)  -0.002
Cl (0.191, -0.875, 0.721)  -0.078
O (1.075, -1.352, 1.759)  0.124
O (-0.549, 0.248, 1.189)  0.017
O (0.951, -0.601, -0.467)  0.012
O (-0.764, -1.956, 0.364)  -0.025
C (-4.364, -4.244, 1.601)  -0.009
C (-3.276, -5.042, 0.961)  0.048
O (-2.268, -4.129, 0.599)  -0.015
H (-4.836, -3.613, 0.866)  0.000
H (-3.953, -3.596, 2.403)  0.003
H (-5.231, -4.803, 1.996)  0.000
H (-3.752, -5.588, 0.157)  0.014
H (-2.806, -5.739, 1.654)  -0.025
H (-2.642, -3.346, 0.106)  0.005
C (2.417, -5.306, 4.143)  -0.002
C (2.087, -4.038, 3.407)  0.006
O (1.689, -4.346, 2.108)  0.001
H (3.469, -5.583, 4.148)  0.001
H (1.911, -6.123, 3.626)  0.002
H (2.051, -5.359, 5.192)  0.000
H (2.924, -3.338, 3.384)  0.003
H (1.283, -3.604, 3.963)  0.005
H (2.301, -3.897, 1.409)  0.007
C (-0.718, -0.753, 5.546)  -0.002
C (-0.273, -1.137, 4.131)  0.021
O (-1.258, -1.757, 3.429)  0.072
H (-0.735, -1.416, 6.406)  0.000
H (-1.793, -0.500, 5.393)  0.000
H (-0.240, 0.191, 5.864)  0.000
H (0.644, -1.702, 4.209)  0.000
H (-0.022, -0.188, 3.634)  -0.003
H (-1.304, -2.738, 3.535)  0.015
C (4.636, -4.301, -4.486)  0.000
C (5.108, -3.082, -3.729)  0.000
O (4.322, -2.883, -2.531)  0.000
H (4.956, -4.303, -5.579)  0.000
H (3.545, -4.241, -4.625)  0.000
H (4.908, -5.250, -4.036)  0.000
H (5.179, -2.254, -4.376)  0.000
H (6.176, -3.231, -3.415)  0.000
H (4.684, -2.216, -1.916)  0.000
C (2.252, 3.316, 7.730)  0.000
C (1.210, 3.960, 6.817)  0.000
O (-0.102, 3.491, 7.111)  0.000
H (2.343, 2.226, 7.558)  0.000
H (1.927, 3.375, 8.778)  0.000
H (3.227, 3.788, 7.729)  0.000
H (1.451, 3.792, 5.781)  0.000
H (1.241, 5.002, 6.985)  0.000
H (-0.205, 2.576, 6.970)  0.000
C (-3.293, 4.627, -0.397)  0.000
C (-2.267, 4.172, -1.425)  0.000
O (-2.782, 4.249, -2.748)  0.000
H (-3.579, 5.674, -0.555)  0.000
H (-2.905, 4.531, 0.589)  0.000
H (-4.190, 3.988, -0.535)  0.000
H (-1.877, 3.100, -1.244)  0.000
H (-1.343, 4.718, -1.242)  0.000
H (-2.278, 4.849, -3.334)  0.000
C (-5.989, 0.117, 0.843)  0.000
C (-4.521, 0.470, 1.214)  0.000
C (-4.049, -0.221, 2.439)  -0.001
O (-4.858, 0.241, 3.513)  0.000
C (-4.466, -0.272, 4.741)  0.000
N (-3.573, 0.153, 0.063)  0.000
H (-6.606, 0.274, 1.752)  0.000
H (-6.142, -0.963, 0.451)  0.000
H (-6.356, 0.834, 0.047)  0.000
H (-4.544, 1.615, 1.341)  0.000
H (-3.013, -0.119, 2.655)  0.000
H (-4.259, -1.301, 2.359)  0.000
H (-3.378, 0.003, 4.950)  0.000
H (-4.512, -1.371, 4.677)  0.000
H (-5.066, 0.194, 5.503)  0.000
H (-3.597, 0.835, -0.757)  0.000
H (-2.614, 0.181, 0.400)  0.001
C (1.191, -1.923, -4.923)  0.000
C (0.391, -2.811, -3.918)  0.000
C (0.137, -4.289, -4.216)  -0.001
O (-0.346, -4.703, -5.448)  0.000
C (-1.598, -4.146, -5.834)  0.000
N (1.135, -2.894, -2.645)  0.003
H (0.554, -1.553, -5.754)  0.000
H (2.044, -2.410, -5.407)  0.000
H (1.508, -1.030, -4.413)  0.000
H (-0.511, -2.294, -3.724)  0.001
H (-0.637, -4.519, -3.470)  0.000
H (1.034, -4.864, -3.991)  0.000
H (-1.444, -3.157, -6.282)  0.000
H (-2.310, -4.076, -4.989)  0.000
H (-2.095, -4.739, -6.592)  0.000
H (2.082, -3.191, -2.944)  -0.001
H (1.262, -1.930, -2.297)  -0.001
C (-3.472, 1.315, -5.925)  0.000
C (-3.184, 0.850, -4.474)  0.000
C (-1.685, 0.591, -4.260)  0.001
O (-0.923, 1.761, -4.623)  0.000
C (0.135, 2.007, -3.732)  0.000
N (-3.700, 1.666, -3.373)  0.000
H (-3.106, 0.767, -6.752)  0.000
H (-3.260, 2.360, -6.025)  0.000
H (-4.574, 1.221, -6.068)  0.000
H (-3.659, -0.146, -4.446)  0.000
H (-1.379, -0.249, -4.910)  0.000
H (-1.565, 0.309, -3.203)  -0.001
H (0.986, 2.474, -4.247)  0.000
H (0.450, 1.109, -3.174)  0.000
H (-0.109, 2.774, -2.973)  0.000
H (-3.325, 2.599, -3.250)  0.000
H (-4.732, 1.660, -3.451)  0.000
C (5.690, -2.846, 0.971)  0.000
C (4.264, -2.151, 0.892)  0.002
C (4.434, -0.769, 0.356)  0.000
O (4.609, -0.702, -1.032)  0.000
C (4.313, 0.578, -1.571)  0.000
N (3.288, -3.022, 0.241)  0.007
H (5.776, -3.253, -0.056)  0.000
H (5.692, -3.710, 1.644)  0.000
H (6.519, -2.152, 1.206)  0.000
H (4.014, -1.910, 1.900)  -0.001
H (5.328, -0.284, 0.861)  0.000
H (3.639, -0.026, 0.667)  -0.001
H (4.106, 0.426, -2.628)  0.000
H (5.124, 1.319, -1.460)  0.000
H (3.357, 0.892, -1.073)  0.000
H (2.391, -2.543, 0.023)  0.009
H (3.670, -3.578, -0.525)  0.001
C (0.509, 5.612, -6.736)  0.000
C (-0.503, 4.655, -6.075)  0.000
C (-1.910, 5.244, -5.865)  0.000
O (-1.923, 6.198, -4.793)  0.000
C (-3.026, 7.076, -4.941)  0.000
N (-0.737, 3.506, -6.929)  0.000
H (0.289, 5.720, -7.802)  0.000
H (1.511, 5.098, -6.675)  0.000
H (0.487, 6.555, -6.185)  0.000
H (-0.014, 4.378, -5.153)  0.000
H (-2.615, 4.420, -5.668)  0.000
H (-2.224, 5.657, -6.792)  0.000
H (-4.023, 6.596, -4.791)  0.000
H (-2.952, 7.391, -5.962)  0.000
H (-2.967, 7.875, -4.227)  0.000
H (-0.721, 2.661, -6.442)  0.000
H (-0.067, 3.330, -7.706)  0.000
C (4.976, 0.086, 6.086)  0.000
C (3.497, -0.139, 6.112)  0.000
C (2.864, 0.267, 4.757)  -0.001
O (2.731, 1.647, 4.673)  0.000
C (2.210, 1.937, 3.394)  -0.001
N (3.117, -1.581, 6.258)  0.000
H (5.534, -0.249, 7.013)  0.000
H (5.317, 1.150, 5.876)  0.000
H (5.394, -0.422, 5.198)  0.000
H (2.987, 0.494, 6.892)  0.000
H (1.900, -0.289, 4.729)  0.002
H (3.532, -0.070, 3.878)  0.000
H (1.412, 1.191, 3.187)  0.001
H (3.012, 1.820, 2.592)  0.000
H (1.895, 2.976, 3.458)  0.000
H (2.219, -1.662, 6.729)  0.000
H (3.790, -2.040, 6.811)  0.000
C (0.770, 7.150, -1.536)  0.000
C (1.980, 6.293, -1.067)  0.000
C (1.666, 4.841, -0.865)  0.000
O (0.780, 4.644, 0.216)  0.000
C (0.674, 3.263, 0.430)  0.001
N (3.136, 6.504, -1.959)  0.000
H (1.067, 8.207, -1.527)  0.000
H (-0.042, 6.932, -0.875)  0.000
H (0.570, 6.969, -2.594)  0.000
H (2.314, 6.707, -0.083)  0.000
H (2.568, 4.280, -0.721)  0.000
H (1.136, 4.455, -1.857)  0.000
H (-0.056, 3.106, 1.161)  0.000
H (1.558, 2.766, 0.840)  0.000
H (0.311, 2.776, -0.463)  -0.001
H (3.956, 5.971, -1.669)  0.000
H (2.925, 6.043, -2.845)  0.000
C (-2.674, -2.274, -2.031)  -0.001
O (-3.533, -2.329, -0.908)  -0.001
H (-1.761, -1.771, -1.639)  0.000
H (-2.584, -3.345, -2.387)  0.000
H (-3.099, -1.685, -2.866)  0.001
H (-3.534, -1.458, -0.417)  -0.001
C (-2.298, 3.739, 3.829)  0.000
O (-1.921, 3.028, 2.637)  0.000
H (-2.293, 3.003, 4.637)  0.000
H (-1.567, 4.470, 4.107)  0.000
H (-3.236, 4.281, 3.804)  0.000
H (-2.666, 2.496, 2.288)  0.000
C (0.537, -5.771, -1.016)  0.000
O (0.419, -4.445, -0.476)  0.001
H (-0.392, -6.102, -1.659)  -0.001
H (1.431, -5.881, -1.677)  0.001
H (0.625, -6.485, -0.211)  0.002
H (0.546, -3.887, -1.295)  0.018

Forces on atoms 1 to 6 (eV/Å):
Cr -0.7 0.0 0.4
C -1.4 0.7 -0.4
C 1.6 -0.5 1.0
O -0.3 -0.3 -0.4
H 0.2 -0.2 0.1
H 0.2 0.0 -0.3


Entry 2:
The following is a quantum chemistry calculation of a structure of composition C45H29AsBr2CdF4N3OPS2 in a non-equilibrium geometry, from the OMol25 dataset.

- HOMO-LUMO gap (eV) = 7.0
- largest force on an atom (eV/A) = 1.41
- energy above the lowest of the compared OMol25 structures with the same formula, charge and spin (eV) = 0.415
- electronic energy (Ha) = -11060.4517
- total charge = 0

Each line ends with the Löwdin charge.
Positions of all 89 atoms, in Å:
Cd (-0.861, -1.093, -1.757)  1.015
S (-1.953, -3.326, -1.843)  0.438
C (-0.440, -4.144, -2.104)  -0.788
C (-0.420, -5.475, -1.657)  -0.321
N (-0.450, -6.560, -1.278)  0.176
C (0.692, -3.614, -2.676)  -0.786
S (0.901, -1.992, -3.269)  0.529
C (1.831, -4.430, -2.783)  -0.324
N (2.783, -5.068, -2.856)  0.176
F (-7.024, -1.601, 3.724)  0.138
C (-5.815, -1.437, 3.191)  -0.125
C (-4.695, -1.340, 4.011)  -0.122
F (-4.836, -1.382, 5.337)  0.132
C (-3.440, -1.174, 3.438)  -0.205
F (-2.394, -1.037, 4.254)  0.110
C (-3.255, -1.108, 2.059)  -0.315
P (-1.554, -1.049, 1.304)  1.030
C (-0.837, -2.493, 2.179)  -0.374
C (-0.144, -2.448, 3.385)  -0.098
C (0.357, -3.616, 3.933)  -0.070
C (0.206, -4.825, 3.272)  -0.072
C (-0.459, -4.869, 2.058)  -0.066
C (-0.987, -3.711, 1.518)  -0.115
C (-0.915, 0.419, 2.178)  -0.405
C (0.439, 0.540, 2.482)  -0.137
C (0.912, 1.698, 3.073)  -0.079
C (0.058, 2.760, 3.317)  -0.067
C (-1.277, 2.666, 2.965)  -0.074
C (-1.763, 1.502, 2.400)  -0.116
C (-4.395, -1.167, 1.259)  -0.573
Br (-4.288, -0.912, -0.611)  0.794
C (-5.659, -1.342, 1.813)  -0.256
F (-6.728, -1.404, 1.021)  0.082
H (0.001, -1.512, 3.899)  0.093
H (0.873, -3.577, 4.882)  0.105
H (0.609, -5.732, 3.701)  0.106
H (-0.562, -5.801, 1.526)  0.096
H (-1.514, -3.747, 0.571)  0.018
H (1.116, -0.280, 2.276)  0.096
H (1.951, 1.774, 3.350)  0.102
H (0.437, 3.665, 3.766)  0.106
H (-1.945, 3.495, 3.142)  0.104
H (-2.808, 1.431, 2.125)  0.106
O (-3.941, 4.625, -3.267)  0.102
C (-3.329, 3.509, -2.860)  -0.302
C (-2.768, 3.356, -1.587)  0.016
C (-2.157, 2.158, -1.274)  -0.185
N (-2.066, 1.141, -2.125)  -0.084
C (-2.597, 1.295, -3.328)  -0.761
Br (-2.427, -0.180, -4.505)  0.760
C (-3.238, 2.441, -3.754)  -0.026
H (-3.959, 5.296, -2.573)  0.126
H (-2.804, 4.159, -0.863)  0.121
H (-1.700, 2.002, -0.301)  0.083
H (-3.659, 2.515, -4.743)  0.120
C (3.674, 4.542, 1.129)  -0.087
C (3.904, 3.252, 1.575)  -0.083
C (3.212, 2.191, 1.018)  -0.148
C (2.292, 2.398, -0.004)  -0.354
C (2.060, 3.700, -0.432)  -0.106
C (2.751, 4.764, 0.121)  -0.083
As (1.246, 0.903, -0.769)  1.287
C (1.587, 1.376, -2.642)  -0.414
C (2.580, 0.812, -3.430)  -0.143
C (2.717, 1.180, -4.757)  -0.072
C (1.849, 2.097, -5.322)  -0.080
C (0.849, 2.661, -4.550)  -0.083
C (0.727, 2.305, -3.221)  -0.161
C (2.515, -0.536, -0.428)  -0.431
C (2.013, -1.757, 0.009)  -0.177
C (2.846, -2.838, 0.231)  -0.068
C (4.211, -2.701, 0.037)  -0.064
C (4.731, -1.483, -0.369)  -0.066
C (3.890, -0.406, -0.596)  -0.132
H (4.209, 5.374, 1.565)  0.102
H (4.625, 3.072, 2.362)  0.107
H (3.396, 1.182, 1.371)  0.098
H (1.342, 3.884, -1.223)  0.085
H (2.567, 5.768, -0.235)  0.103
H (3.240, 0.060, -3.020)  0.082
H (3.494, 0.737, -5.361)  0.109
H (1.940, 2.363, -6.364)  0.104
H (0.158, 3.366, -4.991)  0.103
H (-0.056, 2.756, -2.617)  0.070
H (0.940, -1.864, 0.186)  0.036
H (2.427, -3.783, 0.550)  0.112
H (4.858, -3.550, 0.195)  0.109
H (5.798, -1.379, -0.513)  0.107
H (4.300, 0.552, -0.899)  0.109

Forces on atoms 1 to 6 (eV/Å):
Cd -0.5 0.4 -0.1
S -0.2 0.3 -0.1
C 0.5 1.1 -0.7
C 0.0 -0.9 0.3
N 0.0 -0.2 0.1
C -1.3 0.2 0.3


total charge of number 2 (C45H29AsBr2CdF4N3OPS2)?
0


The lowest largest force on an atom belongs to which entry?
C45H29AsBr2CdF4N3OPS2


What is the formula in the second record?
C45H29AsBr2CdF4N3OPS2


Among the records above, which one has the highest largest force on an atom?
C45H130ClCrN7O21